This record from the Open Molecules 2025 dataset describes C13H22FInN2O as an isolated structure. The level of theory is ωB97M-V/def2-TZVPD.

Computed properties:
- Kohn-Sham gap (eV) = 3.70
- HOMO level (eV) = -5.6

Geometry (Å):
C -0.262 3.175 -0.051
C -1.612 3.196 0.010
In -2.735 1.325 0.601
C -4.353 0.907 -0.871
C -5.746 1.273 -0.351
C -6.715 0.076 -0.360
F -6.320 2.291 -1.124
C -1.191 -0.307 0.563
C -1.156 -1.370 1.454
C -0.138 -2.290 1.366
N 0.852 -2.257 0.484
C 0.776 -1.250 -0.385
C -0.183 -0.277 -0.398
H 0.299 3.405 -0.970
H 0.354 2.867 0.800
H -2.123 4.120 -0.287
H -3.339 1.517 2.283
H -4.301 -0.154 -1.128
H -4.100 1.451 -1.786
H -5.656 1.594 0.691
H -6.302 -0.746 -0.949
H -7.647 0.356 -0.859
H -6.971 -0.296 0.634
H -1.921 -1.477 2.214
H -0.117 -3.097 2.100
H 1.572 -1.181 -1.135
H -0.166 0.529 -1.121
C 4.115 -2.120 0.247
C 4.631 -1.332 -0.898
O 4.142 -1.212 -1.972
N 5.977 -0.632 -0.787
C 6.375 -0.069 0.536
H 3.057 -2.333 0.080
H 4.672 -3.058 0.323
H 4.207 -1.563 1.180
H 6.666 -1.320 -1.109
H 5.943 0.061 -1.542
H 7.279 0.517 0.396
H 6.565 -0.888 1.222
H 5.572 0.567 0.897


This record from the Open Molecules 2025 dataset describes C4H4Cl2OS as an isolated structure. The level of theory is ωB97M-V/def2-TZVPD.

Computed properties:
- Kohn-Sham gap (eV) = 7.85
- HOMO level (eV) = -9.2
- energy relative to the best compared isomer or geometry (same formula, charge and spin) (kcal per mole) = 31.9

Geometry (Å):
C 0.066 -1.099 -0.628
C 0.271 0.311 -0.009
C -0.832 1.281 -0.158
C 1.287 0.566 0.876
H -1.879 -1.392 -0.347
H 1.019 -1.621 -0.439
H -0.109 -1.069 -1.726
H -0.659 2.190 0.413
O -1.041 -1.789 -0.054
S -2.231 1.104 -0.998
Cl 2.583 -0.477 1.278
Cl 1.525 1.995 1.792


no.,DFT total energy (Ha)
1,-983.00580
2,-1548.57453